Here is a cluster of 2 separate species, C4H9N2O2 in total in a non-equilibrium geometry from the Open Molecules 2025 dataset. Energies are from the ωB97M-V functional and the def2-TZVPD basis.

charge = 0
expectation value of S² = 0.766
LUMO (spin up / spin down) = 0.92 / -3.39 eV
E_HOMO (spin up / spin down) = -9.61 / -9.08 eV
multiplicity = 2
HOMO-LUMO gap (spin up / spin down) = 10.528 / 5.689 eV

Cartesian coordinates (Å):
N -1.620 -2.806 -0.432
O 0.769 1.439 0.936
H -0.708 1.200 0.561
C -1.647 -0.444 -0.244
N -1.676 0.785 0.407
H 3.175 1.958 1.044
H -0.876 -3.425 -0.138
H -1.673 -1.744 1.439
C 2.952 1.636 0.026
H -2.274 1.437 -0.085
H -1.554 -0.439 -1.324
H -2.491 -3.319 -0.403
H 3.540 0.753 -0.196
C 1.490 1.276 -0.131
O 1.049 0.862 -1.184
C -1.659 -1.619 0.362
H 3.204 2.451 -0.637

Force components x, y, z for each atom (eV/Å):
0.051 0.234 -0.197
-0.543 0.219 -0.183
1.008 0.098 1.124
0.133 0.931 -0.654
-0.753 -0.647 -0.031
-0.034 -0.065 -0.039
-0.053 -0.051 0.129
-0.039 0.372 0.173
-0.067 -0.016 0.884
0.285 0.229 -0.342
-0.383 -0.039 -0.157
-0.029 -0.007 0.043
0.146 -0.035 -0.213
0.113 0.039 0.006
-0.188 -0.108 -0.534
0.324 -1.214 0.370
0.028 0.060 -0.378